[1]
{"formula": "C26H54N5O7", "method": "ωB97M-V with the def2-TZVPD basis set", "species": ["C", "C", "O", "O", "C", "C", "C", "C", "C", "C", "C", "C", "N", "O", "C", "C", "C", "C", "H", "H", "H", "H", "H", "H", "H", "H", "H", "H", "H", "H", "H", "H", "H", "H", "H", "H", "H", "H", "H", "H", "H", "H", "H", "H", "C", "C", "O", "N", "C", "H", "H", "H", "H", "H", "H", "H", "C", "C", "O", "N", "C", "H", "H", "H", "H", "H", "H", "H", "C", "C", "O", "N", "C", "H", "H", "H", "H", "H", "H", "H", "C", "C", "O", "N", "C", "H", "H", "H", "H", "H", "H", "H"], "xyz": [[7.179, -1.957, 1.886], [6.194, -1.473, 0.849], [6.557, -1.030, -0.145], [4.861, -1.586, 1.115], [4.447, -2.962, 0.932], [2.969, -3.138, 1.192], [2.059, -2.621, 0.073], [2.567, -2.956, -1.342], [0.613, -3.186, 0.174], [-0.122, -2.808, 1.468], [-1.638, -2.868, 1.269], [0.184, -3.946, 2.522], [0.356, -1.539, 2.089], [-0.587, -0.997, 2.783], [0.856, -0.533, 1.114], [-0.238, 0.182, 0.311], [1.547, 0.575, 1.961], [1.930, -1.078, 0.139], [8.010, -2.422, 1.374], [6.730, -2.699, 2.543], [7.503, -1.144, 2.524], [4.978, -3.563, 1.674], [4.758, -3.303, -0.056], [2.809, -4.207, 1.336], [2.726, -2.615, 2.115], [1.707, -3.014, -2.000], [3.084, -3.918, -1.389], [3.264, -2.200, -1.703], [0.644, -4.262, 0.032], [0.079, -2.722, -0.658], [-2.176, -2.894, 2.208], [-2.010, -2.098, 0.598], [-1.823, -3.823, 0.775], [0.535, -3.491, 3.445], [-0.736, -4.471, 2.772], [0.867, -4.691, 2.133], [0.279, 0.793, -0.422], [-0.789, 0.894, 0.929], [-0.893, -0.475, -0.257], [2.005, 0.061, 2.808], [2.362, 1.045, 1.420], [0.842, 1.312, 2.328], [2.901, -0.620, 0.304], [1.625, -0.779, -0.864], [2.973, 0.964, -3.186], [1.691, 0.324, -3.661], [0.828, -0.050, -2.882], [1.520, 0.170, -5.002], [2.423, 0.546, -6.074], [2.958, 1.014, -2.101], [3.834, 0.371, -3.494], [3.062, 1.978, -3.580], [0.644, -0.266, -5.247], [1.921, 1.253, -6.737], [2.688, -0.342, -6.650], [3.328, 1.002, -5.689], [-5.394, -0.788, 5.759], [-4.364, -1.845, 6.080], [-4.677, -2.934, 6.539], [-3.063, -1.546, 5.839], [-2.501, -0.317, 5.300], [-6.379, -1.175, 6.005], [-5.215, 0.111, 6.350], [-5.370, -0.542, 4.697], [-2.430, -2.294, 6.074], [-1.957, -0.547, 4.385], [-1.802, 0.101, 6.027], [-3.274, 0.414, 5.085], [-3.272, 3.404, -0.882], [-2.955, 3.264, 0.585], [-1.852, 2.907, 0.974], [-3.941, 3.548, 1.479], [-5.299, 3.981, 1.209], [-2.391, 3.144, -1.459], [-4.082, 2.729, -1.161], [-3.548, 4.428, -1.119], [-3.657, 3.432, 2.439], [-5.469, 4.950, 1.683], [-5.999, 3.259, 1.635], [-5.482, 4.069, 0.144], [-2.327, 2.804, -4.713], [-2.647, 4.237, -4.358], [-3.473, 4.522, -3.505], [-1.976, 5.216, -5.021], [-0.967, 5.076, -6.054], [-2.938, 2.147, -4.102], [-2.552, 2.612, -5.763], [-1.276, 2.585, -4.514], [-2.238, 6.146, -4.733], [-0.043, 5.551, -5.721], [-1.308, 5.577, -6.961], [-0.771, 4.033, -6.277]], "lowdin_spin": [0.000, 0.000, 0.000, 0.000, 0.001, 0.004, 0.001, 0.000, 0.002, 0.029, 0.010, 0.007, 0.355, 0.534, 0.030, 0.016, 0.003, -0.001, 0.000, 0.000, 0.000, 0.000, 0.000, 0.000, 0.003, 0.000, 0.000, 0.000, 0.000, 0.000, 0.000, 0.001, 0.000, 0.000, 0.001, 0.000, 0.001, 0.003, 0.000, 0.000, 0.000, 0.000, 0.000, 0.000, 0.000, 0.000, 0.000, 0.000, 0.000, 0.000, 0.000, 0.000, 0.000, 0.000, 0.000, 0.000, 0.000, 0.000, 0.000, 0.000, 0.000, 0.000, 0.000, 0.000, 0.000, 0.000, 0.000, 0.000, 0.000, 0.000, 0.000, 0.000, 0.000, 0.000, 0.000, 0.000, 0.000, 0.000, 0.000, 0.000, 0.000, 0.000, 0.000, 0.000, 0.000, 0.000, 0.000, 0.000, 0.000, 0.000, 0.000, 0.000], "homo_energy_ev": [-8.3, -8.9], "spin_multiplicity": 2, "e_lumo_ev": [0.31, 0.31], "homo_lumo_gap_ev": [8.640, 9.201], "s_squared": 0.754}

---

[2]
{"formula": "C4H13N2", "method": "ωB97M-V with the def2-TZVPD basis set", "species": ["C", "C", "C", "C", "N", "N", "H", "H", "H", "H", "H", "H", "H", "H", "H", "H", "H", "H", "H"], "xyz": [[-1.103, 0.336, -0.949], [-0.215, -0.899, -1.029], [0.736, -1.149, 0.166], [1.154, 0.034, 1.054], [1.487, 1.234, 0.256], [-1.894, 0.283, 0.352], [-0.596, 1.291, -0.948], [-1.862, 0.385, -1.730], [0.333, -0.928, -1.966], [-0.926, -1.722, -1.141], [0.417, -1.993, 0.784], [1.694, -1.519, -0.220], [1.993, -0.316, 1.647], [0.383, 0.331, 1.779], [2.011, 0.940, -0.566], [2.170, 1.783, 0.770], [-1.487, 0.907, 1.049], [-1.806, -0.659, 0.744], [-2.884, 0.490, 0.222]], "nbo_charge": [-0.220, -0.444, -0.450, -0.219, -0.857, -0.680, 0.259, 0.226, 0.259, 0.221, 0.229, 0.241, 0.210, 0.148, 0.359, 0.381, 0.449, 0.439, 0.448], "homo_energy_ev": -13.5, "smiles": "NCCCC[NH3+]", "spin_multiplicity": 1, "e_lumo_ev": -3.51, "homo_lumo_gap_ev": 9.958, "total_charge": 1}

---

[3]
{"formula": "C15H40BrF3O10SV", "method": "ωB97M-V with the def2-TZVPD basis set", "species": ["O", "V", "Br", "C", "F", "F", "F", "S", "O", "O", "O", "C", "C", "C", "O", "H", "H", "H", "H", "H", "H", "H", "H", "C", "C", "C", "O", "H", "H", "H", "H", "H", "H", "H", "H", "C", "C", "O", "H", "H", "H", "H", "H", "H", "C", "C", "O", "H", "H", "H", "H", "H", "H", "C", "C", "O", "H", "H", "H", "H", "H", "H", "C", "C", "O", "H", "H", "H", "H", "H", "H"], "xyz": [[28.874, 11.506, -13.727], [29.561, 10.343, -12.917], [31.743, 10.273, -14.335], [32.400, 7.457, -11.185], [33.038, 8.101, -12.156], [32.892, 6.232, -11.057], [32.592, 8.119, -10.034], [30.583, 7.357, -11.589], [30.530, 6.648, -12.843], [29.956, 6.733, -10.454], [30.195, 8.787, -11.704], [32.382, 12.709, -10.713], [31.510, 11.467, -10.688], [31.184, 10.957, -9.296], [30.271, 11.743, -11.397], [32.556, 13.041, -11.736], [33.348, 12.464, -10.270], [31.908, 13.521, -10.154], [32.015, 10.687, -11.260], [32.107, 10.833, -8.727], [30.652, 10.011, -9.342], [30.572, 11.692, -8.764], [29.905, 12.581, -11.055], [27.634, 15.340, -17.308], [27.323, 13.886, -16.972], [27.911, 12.940, -18.006], [27.840, 13.577, -15.665], [27.195, 16.063, -16.624], [27.251, 15.568, -18.311], [28.710, 15.506, -17.383], [26.242, 13.774, -16.877], [27.487, 13.163, -18.986], [27.666, 11.915, -17.723], [28.997, 13.007, -18.070], [28.763, 13.304, -15.711], [29.244, 14.953, -12.869], [29.357, 15.209, -11.384], [28.965, 14.024, -10.687], [28.212, 14.737, -13.141], [29.857, 14.091, -13.142], [29.593, 15.805, -13.452], [28.757, 16.068, -11.073], [30.395, 15.472, -11.143], [28.596, 14.263, -9.833], [23.767, 10.980, -14.234], [24.593, 12.130, -14.755], [25.950, 11.903, -14.398], [23.908, 10.903, -13.154], [24.086, 10.046, -14.698], [22.703, 11.086, -14.444], [24.264, 13.074, -14.297], [24.473, 12.255, -15.837], [26.539, 12.412, -14.977], [26.812, 11.355, -9.695], [26.866, 11.118, -11.181], [27.927, 10.220, -11.519], [26.688, 10.424, -9.122], [25.922, 11.914, -9.395], [27.712, 11.820, -9.294], [27.080, 12.052, -11.699], [25.911, 10.761, -11.571], [27.757, 9.361, -11.112], [26.680, 8.638, -15.600], [27.107, 8.446, -14.157], [28.488, 8.749, -13.978], [25.637, 8.332, -15.701], [27.278, 8.001, -16.256], [26.790, 9.678, -15.901], [26.917, 7.419, -13.831], [26.517, 9.089, -13.505], [29.037, 8.097, -14.432]], "lowdin_spin": [-0.187, 1.145, 0.011, 0.000, 0.000, 0.000, 0.000, 0.000, 0.000, 0.000, 0.001, 0.001, 0.001, 0.000, 0.009, 0.000, 0.000, 0.000, 0.000, 0.000, 0.000, 0.000, 0.000, 0.000, 0.000, 0.000, 0.000, 0.000, 0.000, 0.000, 0.000, 0.000, 0.000, 0.000, 0.000, 0.000, 0.000, 0.000, 0.000, 0.000, 0.000, 0.000, 0.000, 0.000, 0.000, 0.000, 0.000, 0.000, 0.000, 0.000, 0.000, 0.000, 0.000, 0.000, 0.000, 0.010, 0.000, 0.000, 0.000, 0.000, 0.000, 0.000, 0.000, 0.000, 0.008, 0.000, 0.000, 0.000, 0.000, 0.000, 0.001], "homo_energy_ev": [-8.8, -8.8], "spin_multiplicity": 2, "e_lumo_ev": [0.16, 0.17], "homo_lumo_gap_ev": [8.961, 8.982], "s_squared": 0.776}

---

[4]
{"formula": "H10O5", "method": "ωB97M-V with the def2-TZVPD basis set", "species": ["O", "O", "O", "O", "O", "H", "H", "H", "H", "H", "H", "H", "H", "H", "H"], "xyz": [[-0.016, -1.055, 1.307], [-0.619, -2.409, -0.986], [0.356, -0.296, -2.253], [-0.459, 2.696, 2.105], [0.705, 1.274, 0.196], [-0.697, -1.374, 1.991], [-0.171, -3.277, -1.166], [0.684, 0.458, -1.831], [-0.545, 3.547, 1.793], [1.331, 1.289, 0.893], [-0.213, -1.754, 0.588], [-0.112, -1.708, -1.394], [-0.240, 0.064, -2.915], [-0.355, 2.093, 1.388], [0.349, 0.454, 0.283]], "nbo_charge": [-1.011, -0.975, -0.953, -0.967, -0.958, 0.482, 0.481, 0.496, 0.460, 0.483, 0.502, 0.504, 0.484, 0.482, 0.490], "homo_energy_ev": -10.8, "smiles": "O.O.O.O.O", "spin_multiplicity": 1, "e_lumo_ev": 0.65, "homo_lumo_gap_ev": 11.452}

---

[5]
{"formula": "C4H8N2O2", "method": "ωB97M-V with the def2-TZVPD basis set", "species": ["C", "C", "C", "C", "H", "H", "H", "H", "H", "H", "H", "H", "N", "N", "O", "O"], "xyz": [[-0.752, -1.186, 1.018], [0.831, 0.627, 1.352], [-0.468, 0.590, -1.564], [0.908, -0.166, -1.879], [-0.549, -1.543, 2.027], [-0.003, -1.790, 0.275], [-1.797, -1.476, 0.806], [1.087, -0.064, 2.243], [1.496, 0.234, 0.531], [0.888, 1.771, 1.586], [-1.821, 1.489, -0.274], [1.240, 0.019, -2.952], [-0.587, 0.324, 0.840], [-1.067, 0.706, -0.340], [-0.986, 1.112, -2.587], [1.579, -0.647, -1.083]], "nbo_charge": [-0.439, -0.465, 0.525, 0.397, 0.204, 0.180, 0.207, 0.218, 0.224, 0.210, 0.406, 0.145, -0.291, -0.438, -0.596, -0.485], "homo_energy_ev": -9.2, "smiles": "CN(C)NC(=O)C=O", "spin_multiplicity": 1, "e_lumo_ev": -0.02, "homo_lumo_gap_ev": 9.134}